{"formula": "C4H10AgFNO5", "method": "the ωB97M-V functional and the def2-TZVPD basis", "elements": ["Ag", "F", "N", "O", "O", "O", "C", "O", "C", "C", "O", "C", "H", "H", "H", "H", "H", "H", "H", "H", "H", "H"], "coordinates": [[1.4817, -0.2175, -0.5633], [2.8543, 1.7174, -0.8640], [2.2224, -2.7662, 1.0890], [3.2561, -2.2230, 0.6548], [1.1127, -2.1676, 0.9415], [2.2549, -3.8494, 1.6764], [-0.9874, -1.7063, -1.6756], [-0.7909, -0.3475, -1.3138], [-1.7345, 0.1029, -0.3730], [-1.2946, 1.4323, 0.2561], [0.0778, 1.4826, 0.3881], [0.5477, 2.6316, 1.0576], [-0.6744, -2.3524, -0.8508], [-0.2859, -1.9165, -2.4864], [-1.9914, -1.8560, -2.0817], [-1.9373, -0.6523, 0.3953], [-2.6924, 0.2484, -0.8963], [-1.7321, 1.4302, 1.2684], [-1.7360, 2.2771, -0.2846], [0.2952, 2.5086, 2.1179], [0.1276, 3.5459, 0.6272], [1.6263, 2.6775, 0.9172]], "mulliken_charge": [0.6014, -0.8482, 1.0088, -0.6274, -0.6052, -0.6551, -0.8279, -0.3132, -0.5255, -0.4407, -0.1068, -0.7736, 0.3737, 0.2542, 0.3296, 0.3278, 0.3035, 0.3342, 0.3834, 0.3203, 0.3004, 0.1863], "homo_lumo_gap_ev": 8.141, "total_charge": -1, "lumo_energy_ev": 3.11, "energy_ha": -836.08872, "homo_energy_ev": -5.027}